# 1
{
  "formula": "C16H15F4N2O2",
  "method": "ωB97M-V with the def2-TZVPD basis set",
  "symbols": ["N", "C", "C", "C", "C", "O", "O", "C", "C", "N", "C", "C", "C", "F", "C", "F", "F", "H", "H", "H", "H", "H", "H", "H", "H", "H", "H", "F", "C", "C", "C", "C", "C", "C", "H", "H", "H", "H", "H"],
  "coordinates": [[1.190, 2.136, -2.309], [-0.106, 1.684, -2.663], [-0.313, 1.018, -3.866], [-1.584, 0.595, -4.206], [-1.760, -0.082, -5.538], [-0.880, -0.070, -6.333], [-2.950, -0.692, -5.752], [-2.627, 0.816, -3.311], [-2.371, 1.477, -2.140], [-1.134, 1.907, -1.816], [-0.901, 2.652, -0.561], [-1.594, 2.046, 0.685], [-0.696, 1.112, 1.434], [0.454, 1.632, 1.895], [-1.064, -0.179, 1.634], [-1.323, -0.957, 0.600], [-1.245, -0.754, 2.795], [1.817, 1.347, -2.408], [1.483, 2.899, -2.908], [0.506, 0.857, -4.551], [-3.400, -0.219, -6.467], [-3.616, 0.483, -3.587], [-3.173, 1.682, -1.450], [0.150, 2.778, -0.342], [-1.304, 3.656, -0.716], [-1.752, 2.881, 1.372], [-2.551, 1.577, 0.483], [4.544, -4.156, 5.235], [3.553, -3.423, 4.702], [3.777, -2.087, 4.430], [2.753, -1.335, 3.875], [1.522, -1.921, 3.610], [1.316, -3.264, 3.895], [2.338, -4.026, 4.440], [4.741, -1.649, 4.652], [2.916, -0.289, 3.650], [0.727, -1.333, 3.183], [0.356, -3.721, 3.692], [2.201, -5.075, 4.663]],
  "lowdin_charge": [0.1262, -0.2190, 0.0991, -0.0668, -0.4568, 0.1908, 0.1187, 0.0607, 0.0204, 0.0393, -0.0777, -0.0791, -0.2224, 0.0915, -0.3003, 0.1588, 0.1682, 0.1156, 0.1204, 0.1463, 0.1464, 0.1385, 0.1441, 0.1172, 0.1432, 0.1452, 0.1137, 0.0690, -0.2852, -0.0130, -0.0795, -0.0975, -0.0767, -0.0111, 0.1196, 0.1027, 0.0632, 0.1059, 0.1203],
  "charge": 1
}

---

# 2
{
  "formula": "C16H15FNO2",
  "method": "ωB97M-V with the def2-TZVPD basis set",
  "symbols": ["C", "C", "C", "N", "F", "C", "O", "O", "H", "H", "H", "C", "C", "C", "C", "C", "C", "H", "H", "H", "H", "H", "H", "C", "C", "C", "C", "C", "C", "H", "H", "H", "H", "H", "H"],
  "coordinates": [[2.416, 1.922, -0.003], [1.415, 1.297, -0.233], [0.250, 0.416, -0.543], [-0.950, 0.948, 0.089], [-1.906, 1.255, -0.898], [0.585, -1.040, -0.077], [0.272, -1.351, 1.071], [1.131, -1.755, -0.945], [3.387, 2.309, 0.165], [0.139, 0.422, -1.626], [-0.762, 1.783, 0.621], [-0.507, -0.905, -4.606], [-1.138, -1.017, -5.839], [-2.271, -1.809, -5.971], [-2.776, -2.483, -4.867], [-2.145, -2.367, -3.634], [-1.008, -1.581, -3.502], [0.378, -0.291, -4.503], [-0.746, -0.486, -6.699], [-2.760, -1.901, -6.934], [-3.662, -3.099, -4.968], [-2.539, -2.891, -2.773], [-0.509, -1.497, -2.541], [0.827, 0.392, 3.827], [1.168, -0.206, 5.033], [1.485, 0.575, 6.139], [1.455, 1.960, 6.042], [1.112, 2.561, 4.837], [0.803, 1.778, 3.732], [0.583, -0.219, 2.962], [1.187, -1.286, 5.110], [1.756, 0.104, 7.076], [1.698, 2.570, 6.903], [1.089, 3.642, 4.760], [0.544, 2.248, 2.792]],
  "lowdin_charge": [0.0985, -0.0808, -0.2590, 0.0219, -0.1063, -0.7181, -0.0354, -0.0629, 0.0094, 0.1233, 0.0953, -0.0858, -0.1128, -0.1215, -0.1127, -0.0825, -0.0670, 0.1020, 0.0910, 0.0892, 0.0912, 0.1031, 0.0752, -0.0624, -0.0899, -0.1159, -0.1230, -0.1113, -0.0886, 0.0805, 0.1001, 0.0903, 0.0889, 0.0917, 0.0844],
  "relative_energy_kcal_mol": 0.0,
  "charge": -1
}

---

# 3
{
  "formula": "C16H15N2O3",
  "method": "ωB97M-V with the def2-TZVPD basis set",
  "symbols": ["C", "C", "C", "C", "C", "O", "O", "H", "H", "H", "H", "H", "H", "H", "C", "O", "C", "C", "C", "C", "C", "C", "C", "N", "C", "N", "C", "C", "H", "H", "H", "H", "H", "H", "H", "H"],
  "coordinates": [[1.828, 1.088, -1.423], [0.442, 1.464, -1.955], [-0.633, 1.785, -0.942], [-1.659, 2.824, -1.411], [-1.408, 3.781, -2.563], [-2.765, 2.941, -0.830], [0.246, 1.449, -3.196], [2.574, 1.880, -1.655], [1.831, 0.851, -0.343], [2.200, 0.203, -1.966], [-0.261, 2.046, 0.081], [-0.346, 3.843, -2.800], [-1.946, 3.400, -3.438], [-1.836, 4.770, -2.356], [2.793, -3.495, 3.215], [1.957, -2.415, 3.582], [1.270, -1.756, 2.607], [0.440, -0.696, 3.043], [-0.388, -0.051, 2.124], [-0.506, -0.456, 0.774], [-1.434, 0.202, -0.222], [-2.040, -0.612, -1.199], [-3.045, -0.037, -1.991], [-3.922, 0.407, -2.631], [-1.894, -2.012, -1.279], [-1.772, -3.183, -1.292], [0.410, -1.423, 0.348], [1.285, -2.084, 1.227], [3.264, -3.793, 4.138], [2.200, -4.321, 2.836], [3.548, -3.181, 2.492], [0.426, -0.438, 4.106], [-1.010, 0.769, 2.477], [-2.155, 0.912, 0.266], [0.407, -1.728, -0.705], [1.902, -2.930, 0.880]],
  "lowdin_charge": [-0.0293, -0.4157, -0.0707, -0.3818, -0.0280, 0.0013, 0.0150, 0.0840, 0.0673, 0.0814, 0.1340, 0.0654, 0.0928, 0.0788, -0.0918, -0.1014, -0.2786, -0.0129, -0.0295, -0.1955, -0.1308, -0.3005, -0.2573, 0.1108, -0.2796, 0.0861, -0.0522, -0.0018, 0.0826, 0.0927, 0.0915, 0.1120, 0.1122, 0.1305, 0.1127, 0.1061],
  "relative_energy_kcal_mol": 24.7,
  "charge": -1
}

---

# 4
{
  "formula": "C16H15N2O3",
  "method": "ωB97M-V with the def2-TZVPD basis set",
  "symbols": ["C", "C", "C", "C", "C", "O", "O", "H", "H", "H", "H", "H", "H", "H", "C", "O", "C", "C", "C", "C", "C", "C", "C", "N", "C", "N", "C", "C", "H", "H", "H", "H", "H", "H", "H", "H"],
  "coordinates": [[-2.363, -0.249, 2.141], [-0.926, -0.028, 1.716], [0.055, -0.363, 2.703], [1.512, -0.323, 2.548], [2.211, -1.622, 2.178], [2.219, 0.668, 2.799], [-0.631, 0.429, 0.587], [-2.579, -1.324, 2.233], [-2.575, 0.233, 3.107], [-3.028, 0.174, 1.385], [-0.267, -0.994, 3.543], [1.498, -2.440, 2.045], [2.766, -1.443, 1.250], [2.928, -1.891, 2.964], [-5.691, 5.279, 4.056], [-4.486, 5.040, 4.823], [-3.410, 4.470, 4.221], [-2.351, 4.050, 5.083], [-1.240, 3.434, 4.565], [-1.098, 3.229, 3.168], [0.127, 2.653, 2.649], [0.650, 3.016, 1.433], [1.952, 2.643, 1.010], [3.043, 2.456, 0.623], [0.048, 3.987, 0.575], [-0.375, 4.806, -0.152], [-2.176, 3.609, 2.332], [-3.314, 4.223, 2.828], [-6.361, 5.780, 4.755], [-5.504, 5.946, 3.207], [-6.141, 4.333, 3.726], [-2.447, 4.260, 6.148], [-0.418, 3.140, 5.218], [0.728, 2.056, 3.323], [-2.123, 3.428, 1.260], [-4.106, 4.532, 2.135]],
  "lowdin_charge": [-0.0678, -0.5754, -0.0906, -0.4411, -0.0312, -0.0217, -0.0779, 0.0666, 0.0654, 0.0641, 0.0877, 0.0678, 0.0827, 0.0710, -0.0676, -0.1048, -0.2686, -0.0137, -0.0245, -0.1910, 0.0172, -0.2215, -0.2075, 0.1563, -0.2039, 0.1483, -0.0226, -0.0092, 0.0835, 0.0861, 0.0962, 0.1114, 0.1195, 0.1018, 0.1084, 0.1064],
  "relative_energy_kcal_mol": 32.6,
  "charge": -1
}

---

# 5
{
  "formula": "C16H15N5",
  "method": "ωB97M-V with the def2-TZVPD basis set",
  "symbols": ["C", "H", "H", "H", "C", "N", "C", "N", "C", "N", "C", "N", "H", "H", "C", "C", "N", "C", "C", "C", "C", "C", "C", "C", "C", "H", "H", "H", "H", "H", "H", "C", "H", "H", "H", "H"],
  "coordinates": [[-4.847, -1.618, -0.645], [-5.209, -0.871, 0.055], [-4.776, -1.155, -1.626], [-5.558, -2.438, -0.696], [-3.493, -2.149, -0.199], [-2.494, -1.101, -0.195], [-2.615, 0.239, -0.069], [-3.720, 0.993, 0.013], [-3.469, 2.279, 0.105], [-2.296, 2.900, 0.130], [-1.187, 2.164, 0.058], [0.004, 2.789, 0.087], [0.024, 3.791, 0.142], [0.852, 2.255, 0.023], [-1.303, 0.766, -0.045], [-0.463, -0.379, -0.149], [-1.206, -1.468, -0.237], [0.937, -0.391, -0.135], [2.143, -0.333, -0.096], [3.552, -0.315, -0.044], [4.248, 0.891, 0.066], [5.628, 0.889, 0.117], [6.328, -0.306, 0.063], [5.642, -1.506, -0.043], [4.262, -1.517, -0.097], [3.720, -2.447, -0.181], [6.187, -2.437, -0.083], [7.407, -0.302, 0.105], [6.162, 1.825, 0.201], [3.702, 1.822, 0.111], [-4.336, 2.925, 0.167], [-3.560, -2.780, 1.192], [-3.908, -2.051, 1.920], [-2.574, -3.131, 1.488], [-4.244, -3.624, 1.185], [-3.128, -2.900, -0.911]],
  "lowdin_charge": [-0.0646, 0.0634, 0.0820, 0.0797, -0.3663, -0.0517, -0.2173, 0.1302, -0.2150, 0.1144, -0.3307, 0.1755, 0.1074, 0.0843, -0.0309, -0.2408, 0.1641, 0.0672, 0.0341, -0.2436, -0.0355, -0.0829, -0.0860, -0.0800, -0.0282, 0.1181, 0.1040, 0.1018, 0.1037, 0.1086, 0.1070, -0.0480, 0.0830, 0.0725, 0.0773, 0.1429],
  "smiles": "CC(C)n1nc(C#Cc2ccccc2)c2c(N)ncnc21",
  "relative_energy_kcal_mol": 0.0
}

---

# 6
{
  "formula": "C16H16AgF4N5S2",
  "method": "ωB97M-V with the def2-TZVPD basis set",
  "symbols": ["Ag", "C", "C", "N", "N", "C", "S", "N", "N", "H", "H", "H", "H", "H", "H", "F", "C", "F", "F", "C", "C", "C", "N", "C", "C", "H", "H", "H", "H", "S", "F", "C", "C", "C", "C", "C", "C", "C", "H", "H", "H", "H", "H", "H"],
  "coordinates": [[-0.401, 1.156, -0.553], [4.134, -0.144, -3.907], [2.893, 0.555, -4.313], [2.609, 0.995, -5.495], [1.384, 1.601, -5.338], [0.854, 1.472, -4.099], [-0.611, 1.956, -3.519], [1.876, 0.829, -3.427], [1.786, 0.499, -2.097], [4.785, -0.237, -4.772], [3.908, -1.136, -3.514], [4.649, 0.408, -3.120], [0.824, 1.799, -6.147], [2.420, 1.028, -1.509], [1.830, -0.493, -1.913], [2.787, -0.796, 7.543], [0.903, -0.528, 6.538], [0.630, 0.447, 7.409], [0.525, -1.712, 7.028], [0.960, -0.301, 5.224], [1.159, 1.031, 4.637], [1.289, 1.206, 3.316], [1.249, 0.157, 2.397], [1.134, -1.130, 2.921], [0.999, -1.381, 4.229], [1.196, 1.905, 5.273], [1.430, 2.179, 2.867], [1.157, -1.914, 2.177], [0.906, -2.412, 4.542], [1.682, 0.404, 0.748], [-5.006, -3.123, -2.317], [-4.409, -2.026, -1.740], [-4.419, -0.822, -2.409], [-3.814, 0.280, -1.819], [-3.181, 0.217, -0.564], [-2.498, 1.362, 0.032], [-3.215, -1.041, 0.075], [-3.816, -2.150, -0.500], [-4.894, -0.751, -3.381], [-3.810, 1.223, -2.356], [-2.437, 1.321, 1.118], [-2.893, 2.317, -0.313], [-2.733, -1.143, 1.041], [-3.823, -3.106, 0.008]],
  "lowdin_charge": [0.4703, -0.0099, -0.3550, 0.0918, -0.0035, -0.8411, 0.5746, -0.1095, -0.0086, 0.0771, 0.0837, 0.0863, 0.1327, 0.0175, 0.0732, -0.6376, -0.4337, 0.0683, 0.0678, -0.1965, -0.0436, -0.1989, -0.5695, -0.2023, -0.0455, 0.0935, 0.0765, 0.0747, 0.0930, 0.3903, -0.0153, -0.3186, -0.0543, -0.0887, -0.3796, -0.2626, -0.0678, -0.0470, 0.1004, 0.0927, 0.0103, 0.0013, 0.1084, 0.1044],
  "relative_energy_kcal_mol": 1.9,
  "charge": -2
}

---

Result set for F_max: 2.07 1.42 3.10 3.34 1.43 0.70 eV/A, one per record in the order listed.
Result set for HOMO level: -10.93 -4.93 -3.64 -3.39 -8.10 0.20 eV, one per record in the order listed.